#one
Density functional theory data (ωB97M-V/def2-TZVPD) for the ion C6H8N with charge +1.

Summary:
HOMO energy = -0.506 Eh
Kohn-Sham gap = 0.283 Eh
LUMO level = -6.1 eV
charge = +1

Positions of all 15 atoms, in Å:
H  3.86  1.08  0.42
H  -1.73  0.63  1.34
H  3.08  1.48  -1.10
H  4.05  -0.25  -0.70
C  1.10  -0.73  0.14
H  -1.99  -2.25  0.16
C  2.14  -0.11  -0.02
H  -2.71  0.28  -1.20
C  -2.22  0.08  0.65
C  -0.07  -1.29  0.22
C  3.29  0.57  -0.39
H  -3.20  -0.48  1.10
H  -1.87  1.63  -0.57
C  -1.28  -1.42  0.37
N  -2.45  0.79  -0.43



#two
Density functional theory data (ωB97M-V/def2-TZVPD) for the ion C6H8N with charge +1.

Summary:
HOMO energy = -0.542 Eh
Kohn-Sham gap = 0.331 Eh
LUMO level = -5.7 eV
charge = +1
SMILES string = C[C@@H]1C=C[N+]#CC1

Positions of all 15 atoms, in Å:
H  1.25  0.32  1.93
N  -1.08  -1.34  -1.42
H  2.01  -0.42  0.58
H  -1.19  -0.34  1.73
C  -0.08  0.47  0.26
H  -0.65  1.31  0.62
C  -1.51  -1.51  -0.08
C  -0.49  -0.38  -1.77
H  1.31  0.82  -1.31
H  -1.93  -2.49  0.15
H  1.83  1.26  0.72
H  -0.08  1.74  -1.67
C  -0.97  -0.57  0.70
C  1.37  0.34  0.91
C  0.20  0.79  -1.35



Of them, #two has the highest stability.



#one
Density functional theory data (ωB97M-V/def2-TZVPD) for the ion C6H13N5 with charge +2.

Summary:
HOMO energy (spin up / spin down) = -0.632 / -0.632 Eh
Kohn-Sham gap (spin up / spin down) = 0.293 / 0.293 Eh
LUMO level (spin up / spin down) = -9.2 / -9.2 eV
charge = +2

Positions of all 24 atoms, in Å:
H  -1.74  -1.41  -4.15
H  -1.69  -2.65  -1.49
H  0.55  1.71  4.16
H  0.81  0.14  -2.33
N  -1.09  -1.85  -1.49
H  3.36  -0.58  1.29
H  -0.55  1.23  -2.17
C  1.07  0.79  3.63
C  0.06  0.31  -0.32
H  -1.75  0.30  -4.02
H  -0.64  -1.76  -0.51
N  -0.29  1.48  1.66
N  2.48  -0.46  1.64
H  2.18  -1.07  2.51
C  -1.12  -0.85  -2.21
N  -0.55  1.23  0.39
C  -0.19  0.29  -1.79
H  2.06  0.69  4.02
H  0.46  0.02  3.95
C  0.80  1.04  2.18
H  -1.19  2.01  0.17
H  -2.90  -0.54  -3.06
N  1.77  0.56  1.34
C  -1.89  -0.61  -3.42



#two
Density functional theory data (ωB97M-V/def2-TZVPD) for the ion C6H13N5 with charge +2.

Summary:
HOMO energy = -0.632 Eh
Kohn-Sham gap = 0.362 Eh
LUMO level = -7.3 eV
charge = +2
SMILES string = C[N@H+]1CNC2=NCNC(=[NH2+])[C@@H]21

Positions of all 24 atoms, in Å:
N  -1.87  -1.58  -0.06
H  2.71  0.33  1.31
N  -2.21  0.81  0.08
N  -0.50  2.25  -0.54
C  2.27  0.86  0.41
H  -2.82  -0.65  1.44
H  0.17  0.15  1.43
H  1.97  -1.73  0.77
H  2.42  -1.85  -0.94
H  0.25  -3.08  -0.86
C  0.02  -0.04  0.36
H  -2.94  1.61  -0.04
C  -2.77  -0.59  0.30
N  0.39  -2.16  -0.38
C  -0.63  -1.44  0.07
H  -3.72  -0.75  -0.23
H  0.46  2.42  -0.77
H  -1.07  3.12  -0.70
H  2.94  1.20  -0.46
H  1.63  1.67  0.83
N  1.32  -0.09  -0.30
H  1.28  0.03  -1.32
C  1.66  -1.57  -0.25
C  -0.96  1.09  -0.15



Of them, #two has the highest stability.



#one
Density functional theory data (ωB97M-V/def2-TZVPD) for the molecule C4H6O2.

Summary:
HOMO energy = -0.378 Eh
Kohn-Sham gap = 0.410 Eh
LUMO level = 0.8 eV
SMILES string = O=C1CCCO1

Positions of all 12 atoms, in Å:
C  0.03  1.03  -0.42
O  -1.24  -0.89  0.08
H  0.45  -1.97  -0.31
H  -0.08  2.01  0.04
C  0.93  0.07  0.36
C  0.11  -1.23  0.41
H  0.09  -1.69  1.41
H  0.37  1.19  -1.45
C  -1.33  0.35  -0.46
O  -2.35  0.79  -0.89
H  1.13  0.45  1.37
H  1.89  -0.10  -0.13



#two
Density functional theory data (ωB97M-V/def2-TZVPD) for a cluster of 2 separate species, C4H6O2 in total.

Summary:
HOMO energy (spin up / spin down) = -0.279 / -0.279 Eh
Kohn-Sham gap (spin up / spin down) = 0.272 / 0.272 Eh
LUMO level (spin up / spin down) = -0.2 / -0.2 eV

Positions of all 12 atoms, in Å:
H  -1.61  0.86  0.66
C  0.51  0.51  -0.32
C  1.72  0.02  0.06
H  0.72  1.94  -1.57
H  -1.18  -0.98  -1.12
O  2.64  0.63  -0.52
H  -0.99  -2.20  0.17
H  -1.42  -0.41  1.90
H  1.80  -0.81  0.80
C  -1.06  -1.13  -0.07
C  -1.27  -0.15  0.86
O  0.09  1.67  -0.87



Of them, #one has the highest stability.



#one
Density functional theory data (ωB97M-V/def2-TZVPD) for the molecule C4H6O2.

Summary:
HOMO energy = -0.322 Eh
Kohn-Sham gap = 0.341 Eh
LUMO level = 0.5 eV

Positions of all 12 atoms, in Å:
H  -0.06  -1.45  -0.83
O  -1.82  0.56  -0.67
H  0.45  0.34  -1.11
C  -0.26  0.41  1.07
C  -0.65  1.03  -0.27
C  1.00  -0.39  0.72
H  1.66  -1.09  -1.28
H  -2.01  0.96  -1.54
C  0.79  -0.76  -0.73
H  -1.04  -0.26  1.45
H  -0.04  1.20  1.79
O  1.98  -0.54  1.40



#two
Density functional theory data (ωB97M-V/def2-TZVPD) for a structure of composition C4H6O2.

Summary:
HOMO energy = -0.333 Eh
Kohn-Sham gap = 0.353 Eh
LUMO level = 0.5 eV

Positions of all 12 atoms, in Å:
H  0.58  1.21  0.86
C  1.18  0.98  -0.02
C  -1.74  -0.15  0.24
C  -0.39  -0.57  -0.24
H  -2.42  -1.00  0.07
O  2.64  -0.93  -0.57
H  1.75  1.80  -0.46
O  0.41  -1.18  0.55
C  1.79  -0.27  -0.10
H  -1.72  0.07  1.31
H  -2.12  0.70  -0.33
H  -0.25  -0.64  -1.32



#three
Density functional theory data (ωB97M-V/def2-TZVPD) for the molecule C4H6O2.

Summary:
HOMO energy = -0.373 Eh
Kohn-Sham gap = 0.365 Eh
LUMO level = -0.2 eV
SMILES string = O=C[C@H]1CCO1

Positions of all 12 atoms, in Å:
C  0.09  1.92  0.53
O  1.37  -0.93  -0.15
C  0.10  -1.61  -0.29
H  -0.04  -2.32  -1.12
H  0.09  -0.02  -1.44
C  0.36  0.37  0.43
C  -0.53  -0.27  -0.57
O  -0.92  2.38  0.05
H  0.50  0.03  1.45
H  -0.17  -2.11  0.65
H  -1.56  0.01  -0.74
H  0.70  2.55  1.20



#four
Density functional theory data (ωB97M-V/def2-TZVPD) for the molecule C4H6O2.

Summary:
HOMO energy = -0.303 Eh
Kohn-Sham gap = 0.326 Eh
LUMO level = 0.6 eV

Positions of all 12 atoms, in Å:
C  0.36  1.15  -0.16
H  -1.85  1.25  -0.33
O  0.21  -1.03  0.72
C  -0.90  -0.83  -0.31
H  1.97  0.10  0.99
H  -0.48  -1.24  -1.24
O  0.85  2.26  -0.34
H  -1.76  -1.42  0.01
C  1.24  -0.09  0.20
H  1.70  -0.57  -0.66
H  -0.35  -0.22  1.23
C  -0.98  0.65  -0.10



Of them, #two has the highest stability.



#one
Density functional theory data (ωB97M-V/def2-TZVPD) for the molecule C5H5NO.

Summary:
HOMO energy = -0.378 Eh
Kohn-Sham gap = 0.401 Eh
LUMO level = 0.6 eV
SMILES string = N#C[C@@H]1C[C@@H]1C=O

Positions of all 12 atoms, in Å:
H  -1.69  0.47  -0.80
H  1.89  -0.62  -0.46
H  0.98  1.56  0.35
C  0.27  0.76  0.19
O  -1.48  2.34  -0.07
C  0.82  -0.57  -0.29
C  -1.08  1.22  -0.27
N  -0.59  -2.05  -1.90
H  1.09  -0.39  1.91
C  0.34  -0.42  1.13
H  -0.59  -0.92  1.39
C  0.04  -1.39  -1.19



#two
Density functional theory data (ωB97M-V/def2-TZVPD) for the molecule C5H5NO.

Summary:
HOMO energy = -0.330 Eh
Kohn-Sham gap = 0.353 Eh
LUMO level = 0.6 eV
SMILES string = C#CC(=C=N)CO

Positions of all 12 atoms, in Å:
O  -0.02  -1.08  -1.76
H  -0.19  2.79  -0.23
H  -0.55  -1.69  -1.23
H  1.46  0.25  -1.51
H  -2.24  -1.61  2.25
C  -0.74  -0.42  1.03
N  0.58  2.73  0.46
H  1.62  -1.19  -0.48
C  0.23  0.25  0.25
C  0.91  -0.47  -0.91
C  0.52  1.50  0.48
C  -1.57  -1.05  1.65



#three
Density functional theory data (ωB97M-V/def2-TZVPD) for the molecule C5H5NO.

Summary:
HOMO energy = -0.391 Eh
Kohn-Sham gap = 0.408 Eh
LUMO level = 0.5 eV
SMILES string = C#C[C@@H](C#N)CO

Positions of all 12 atoms, in Å:
H  0.15  -0.77  -1.45
H  -1.36  -1.87  0.18
N  2.48  -0.94  0.68
C  0.49  1.00  -0.31
H  1.89  2.69  0.25
C  1.41  -0.93  0.24
C  -1.16  -0.80  0.27
C  0.18  -0.44  -0.40
H  -1.99  0.82  -0.36
H  -1.11  -0.55  1.34
C  1.22  1.91  -0.03
O  -2.20  -0.12  -0.39



Of them, #one has the highest stability.



#one
Density functional theory data (ωB97M-V/def2-TZVPD) for the molecule C5H5NO.

Summary:
HOMO energy = -0.397 Eh
Kohn-Sham gap = 0.422 Eh
LUMO level = 0.7 eV
SMILES string = C#C[C@@H](C#N)CO

Positions of all 12 atoms, in Å:
C  0.66  0.98  -0.36
H  -0.98  -0.50  1.41
N  2.26  -1.72  0.97
C  1.42  -1.17  0.39
C  0.35  -0.45  -0.32
H  1.25  3.18  -0.41
C  0.95  2.15  -0.39
C  -1.03  -0.73  0.34
H  -1.88  0.91  -0.19
H  -1.26  -1.80  0.23
O  -2.04  -0.03  -0.33
H  0.31  -0.83  -1.35



#two
Density functional theory data (ωB97M-V/def2-TZVPD) for the molecule C5H5NO.

Summary:
HOMO energy = -0.350 Eh
Kohn-Sham gap = 0.382 Eh
LUMO level = 0.9 eV
SMILES string = N#C[C@H]1O[C@H]2C[C@H]21

Positions of all 12 atoms, in Å:
O  -0.05  1.15  0.92
H  -1.99  0.33  0.74
H  1.10  1.97  -0.64
N  -0.27  -1.82  2.35
C  -0.60  -1.04  1.56
C  -0.48  -0.07  -0.82
C  0.99  -0.29  -0.81
H  1.45  -1.01  -0.14
C  0.56  1.05  -0.35
C  -0.94  0.05  0.63
H  -1.17  -0.09  -1.65
H  1.42  -0.22  -1.80



#three
Density functional theory data (ωB97M-V/def2-TZVPD) for the molecule C5H5NO.

Summary:
HOMO energy (spin up / spin down) = -0.296 / -0.296 Eh
Kohn-Sham gap (spin up / spin down) = 0.288 / 0.288 Eh
LUMO level (spin up / spin down) = -0.2 / -0.2 eV

Positions of all 12 atoms, in Å:
C  -1.51  0.34  -0.45
H  -3.44  1.03  0.20
C  1.96  0.53  -0.19
C  -0.19  -0.05  -0.16
H  -1.83  0.62  -1.47
H  2.14  -1.09  1.27
C  1.85  -0.94  0.17
N  0.45  -1.11  -0.06
C  -2.47  0.71  0.39
H  -2.27  0.44  1.42
O  2.88  1.17  -0.60
H  2.42  -1.66  -0.52



#four
Density functional theory data (ωB97M-V/def2-TZVPD) for the molecule C5H5NO.

Summary:
HOMO energy = -0.369 Eh
Kohn-Sham gap = 0.375 Eh
LUMO level = 0.2 eV
SMILES string = C=C=C(C#N)CO

Positions of all 12 atoms, in Å:
H  -1.88  0.90  0.09
H  -1.25  -1.84  -0.07
C  0.90  1.80  -0.75
C  1.40  -1.43  0.51
C  0.70  0.78  0.02
O  -1.95  0.02  -0.31
N  2.24  -2.20  0.71
H  1.11  2.85  -0.57
C  0.37  -0.46  0.28
H  -1.34  -0.92  1.45
C  -1.10  -0.86  0.38
H  0.82  1.35  -1.73



Of them, #one has the highest stability.



#one
Density functional theory data (ωB97M-V/def2-TZVPD) for the molecule C5H5NO.

Summary:
HOMO energy (spin up / spin down) = -0.325 / -0.325 Eh
Kohn-Sham gap (spin up / spin down) = 0.295 / 0.295 Eh
LUMO level (spin up / spin down) = -0.8 / -0.8 eV
SMILES string = N#C[C@@H]1C[C@@H]1C=O

Positions of all 12 atoms, in Å:
C  -0.30  0.37  0.50
H  -0.17  0.71  1.52
O  -0.51  2.63  -0.23
H  -1.35  -1.39  0.94
C  0.57  -1.25  0.05
H  -0.36  1.15  -1.60
H  0.93  -2.18  0.52
C  -0.34  1.48  -0.54
C  -0.89  -0.90  0.09
N  2.34  0.59  -0.23
C  1.57  -0.28  -0.22
H  -1.48  -0.94  -0.81



#two
Density functional theory data (ωB97M-V/def2-TZVPD) for the molecule C5H5NO.

Summary:
HOMO energy = -0.332 Eh
Kohn-Sham gap = 0.323 Eh
LUMO level = -0.2 eV
SMILES string = O=C1C=N[C@@H]2C[C@H]12

Positions of all 12 atoms, in Å:
H  0.37  1.61  -1.27
C  0.16  0.87  -0.50
H  0.79  0.15  1.60
H  -1.92  -1.97  0.54
H  1.67  -0.59  -1.22
O  -2.48  0.88  -0.02
C  -1.17  -1.20  0.27
H  2.02  1.39  0.53
C  -1.53  0.22  -0.09
C  0.89  -0.46  -0.45
N  0.06  -1.54  0.02
C  1.13  0.66  0.59



Of them, #two has the highest stability.



#one
Density functional theory data (ωB97M-V/def2-TZVPD) for the molecule C5H5NO.

Summary:
HOMO energy (spin up / spin down) = -0.326 / -0.326 Eh
Kohn-Sham gap (spin up / spin down) = 0.341 / 0.341 Eh
LUMO level (spin up / spin down) = 0.4 / 0.4 eV

Positions of all 12 atoms, in Å:
C  0.95  1.21  0.75
H  3.22  -1.75  0.66
N  -1.01  0.30  -0.06
H  -1.19  -0.75  -1.82
H  -1.39  0.42  0.88
O  0.90  2.22  1.42
C  1.93  0.11  0.90
H  -1.84  -1.56  -0.39
H  -2.77  -0.23  -1.14
C  2.60  -0.89  0.78
C  -1.77  -0.60  -0.91
C  0.15  0.78  -0.40



#two
Density functional theory data (ωB97M-V/def2-TZVPD) for the molecule C5H5NO.

Summary:
HOMO energy = -0.333 Eh
Kohn-Sham gap = 0.328 Eh
LUMO level = -0.1 eV
SMILES string = [H]/N=C1\O[C@@H]1C=C=C

Positions of all 12 atoms, in Å:
N  1.60  1.12  0.81
C  0.61  1.03  0.04
C  -0.11  0.61  -1.38
H  0.28  0.75  -2.38
O  -0.17  1.88  -0.61
C  -0.32  -1.58  1.29
C  -0.61  -0.79  0.28
H  1.82  2.10  1.01
H  0.02  -1.18  2.24
H  -0.37  -2.66  1.19
H  -1.82  -0.82  -1.52
C  -0.94  -0.47  -0.97



#three
Density functional theory data (ωB97M-V/def2-TZVPD) for the molecule C5H5NO.

Summary:
HOMO energy = -0.341 Eh
Kohn-Sham gap = 0.302 Eh
LUMO level = -1.1 eV

Positions of all 12 atoms, in Å:
H  1.69  -0.73  -1.69
C  0.94  0.87  -0.63
H  -1.20  -0.76  -1.66
C  -0.61  0.22  1.54
C  -1.81  0.78  0.89
H  -0.42  -0.81  1.84
H  -0.22  -1.67  -0.08
C  -0.48  0.53  0.09
O  1.72  1.75  -0.44
N  0.86  -0.24  -1.35
H  -0.02  0.80  2.31
C  -0.46  -0.73  -0.81



#four
Density functional theory data (ωB97M-V/def2-TZVPD) for a structure of composition C5H5NO.

Summary:
HOMO energy = -0.318 Eh
Kohn-Sham gap = 0.308 Eh
LUMO level = -0.3 eV

Positions of all 12 atoms, in Å:
H  2.10  2.13  0.48
C  0.09  -0.44  -0.44
C  1.54  1.29  0.10
C  -1.21  -0.82  0.28
H  0.14  -0.85  -1.45
H  -1.39  -1.89  0.22
C  1.36  -0.50  0.21
H  -1.98  0.76  -0.46
N  2.46  -0.07  0.46
C  0.29  1.11  -0.39
H  -1.13  -0.54  1.35
O  -2.26  -0.17  -0.37



Of them, #one has the highest stability.